ORCA calculation (ωB97M-V/def2-TZVPD) on C53H40N7SbTa as an isolated structure.

CARTESIAN COORDINATES (ANGSTROEM)
H (-3.44897, -3.27262, -0.31151)
C (-2.77403, -1.34248, 0.33770)
H (1.27885, -1.33719, -2.80268)
C (-3.55985, 1.57533, -4.44607)
C (1.50998, -2.07975, 4.72793)
H (4.24865, -0.17096, -5.63430)
H (5.67753, -1.73840, -0.86790)
H (-3.81522, -0.50337, -3.98704)
N (0.28138, -1.36367, 2.80004)
C (-3.08823, 0.03182, 0.25715)
H (-2.51228, -4.27238, 0.78429)
C (-1.48745, -5.08150, 2.46962)
C (-1.43391, 1.51191, -2.65656)
H (4.06558, 2.17310, -4.89277)
C (-0.31812, -2.59638, 2.74755)
C (-0.07567, 4.33828, -0.81573)
H (-0.95318, -4.36172, -2.56091)
H (-2.23123, 0.90157, 3.23258)
H (-1.09797, 4.22268, -1.15688)
C (1.64918, 5.76435, 0.06576)
H (-6.20602, -0.11813, -1.10499)
C (1.16088, -1.12766, 3.76991)
H (3.57695, 4.86169, 0.31619)
C (0.80052, 2.12919, 2.88852)
C (-2.18605, 0.36296, -2.89539)
H (1.97245, 6.73535, 0.41463)
H (3.40314, -2.61916, -0.98552)
H (2.86779, 2.66568, -0.51114)
C (-1.42057, 2.48410, 4.43098)
C (4.87507, -1.20901, -0.37190)
C (1.77741, 0.76901, -2.83796)
C (-4.90101, -1.77121, -0.75535)
H (-2.30533, 2.57672, 5.04259)
H (6.20271, 0.34740, 0.34606)
C (1.88086, -0.55786, -3.25175)
C (2.14087, 3.46988, -0.45408)
H (1.63526, -5.93501, 0.46228)
N (-2.10644, 0.88590, 0.66567)
C (-0.31062, 3.31441, 4.62448)
C (5.18064, -0.00151, 0.31597)
C (-1.74036, 2.69035, -3.33261)
H (-0.32689, 4.07720, 5.39147)
H (-0.35989, 6.40514, -0.32519)
H (2.19368, -3.64178, 1.18387)
H (-3.04284, 3.63474, -4.74413)
C (2.77439, -0.89247, -4.25793)
H (0.06020, -6.29892, -1.40641)
C (0.01402, -3.62148, 3.64622)
C (3.55775, 0.09170, -4.84511)
C (0.30041, -5.29426, -1.08912)
C (-2.34827, 2.19876, 0.63849)
C (0.04643, -2.91493, -1.33872)
H (-4.37800, 1.60106, -5.15267)
H (1.62630, -0.15253, 3.78957)
C (2.54958, -1.00184, 0.18327)
C (-2.81011, 2.72047, -4.21671)
C (-4.54721, 1.88002, -0.22530)
C (1.18790, -5.08949, -0.04156)
C (-4.32147, 0.49446, -0.22871)
C (-3.65838, -2.22111, -0.23799)
C (-3.24516, 0.39422, -3.79122)
H (-5.57861, -2.50720, -1.16413)
N (-0.29880, 1.38077, 2.63339)
Ta (-0.17673, -0.09203, 1.05178)
C (2.56552, 1.75843, -3.42204)
H (2.85729, -1.91915, -4.58701)
C (-0.60296, -4.88905, 3.48835)
C (-3.56173, 2.73062, 0.22017)
C (-0.27142, -4.20537, -1.73566)
Sb (0.29560, 1.33436, -1.48771)
C (-1.83063, -4.03414, 1.57781)
H (1.71646, 3.71197, 3.99114)
C (-1.38573, 1.54389, 3.43367)
C (3.60727, -1.71315, -0.43768)
C (0.33667, 5.57812, -0.34689)
N (1.80434, 0.77971, 1.48477)
H (-1.95199, -0.57118, -2.39620)
C (0.94507, -3.32811, 4.65995)
H (-0.40433, -2.06567, -1.83685)
C (1.50700, -3.80120, 0.36213)
C (-1.28180, -2.78686, 1.72669)
H (-1.53999, 2.85080, 0.94395)
C (4.19390, 0.70794, 0.92616)
H (2.22473, -1.82201, 5.49473)
H (-5.49304, 2.26721, -0.58089)
N (1.98041, 1.80245, 2.22551)
C (0.81596, 3.13201, 3.85267)
C (2.87317, 0.20652, 0.85069)
C (2.55045, 4.71179, 0.01132)
N (-1.52121, -1.59626, 0.97914)
H (-0.36213, -5.68631, 4.17796)
C (-5.24997, -0.45416, -0.72833)
H (2.49134, 2.79311, -3.11578)
C (0.82514, 3.27517, -0.87846)
H (4.39165, 1.62733, 1.45678)
H (-3.70463, 3.80137, 0.23212)
C (3.45595, 1.40964, -4.42981)
C (0.93839, -2.71574, -0.29567)
H (-1.13964, 3.58237, -3.21011)
H (-1.95140, -6.04719, 2.32761)
H (1.20715, -4.09136, 5.38166)
N (1.23764, -1.38014, 0.16407)

frontier orbital gap (alpha / beta): 5.50 / 5.50 eV
total charge: +3
electronic energy: -74109.970 eV
relative energy (zero: lowest compared OMol25 entry of this formula, charge and spin): 0.619 eV


ORCA calculation (ωB97M-V/def2-TZVPD) on one molecule with the formula H10N8.

CARTESIAN COORDINATES (ANGSTROEM)
N (-0.60436, 0.33073, -1.15662)
N (-1.02569, -0.11549, 1.13314)
N (1.54559, 0.15508, 1.59233)
H (-0.00302, 1.92852, -0.18034)
H (-1.42093, 0.81161, 0.93610)
H (1.55767, -2.17353, 0.51124)
H (2.22320, -0.38567, 2.11500)
N (-2.00253, -0.03273, -1.46778)
H (2.95948, -1.26022, 0.05219)
H (0.65751, 0.05147, 2.09610)
H (-2.03705, -1.00778, -1.76254)
H (-0.21601, 2.14519, -1.83585)
N (1.95775, -1.40548, -0.01914)
N (1.27617, -0.22075, 0.26311)
N (-0.60083, 1.72734, -0.99062)
H (-1.83190, -0.72421, 0.97343)
H (-2.28931, 0.52290, -2.27025)
N (-0.14574, -0.34697, 0.01050)

frontier orbital gap: 8.88 eV
total charge: 0
electronic energy: -12076.174 eV
relative energy (zero: lowest compared OMol25 entry of this formula, charge and spin): 0.000 eV


ORCA calculation (ωB97M-V/def2-TZVPD) on a 4-piece molecular cluster, C15H22O7 overall.

CARTESIAN COORDINATES (ANGSTROEM)
H (3.22300, 46.41600, 14.73700)
O (2.17100, 32.87100, 17.83000)
C (1.65400, 38.94300, 18.26500)
C (6.16000, 46.01000, 15.03300)
H (7.89100, 41.40200, 19.60200)
O (4.78900, 41.08900, 18.11800)
O (-0.68600, 39.35500, 17.55800)
H (6.91100, 46.63400, 15.64900)
C (2.43000, 34.00700, 17.31600)
H (2.56900, 42.60300, 17.52700)
H (-1.24200, 40.24300, 17.26500)
H (2.84000, 45.85700, 16.50600)
H (5.85400, 41.13200, 20.83200)
C (8.11700, 40.31100, 19.61400)
C (5.99100, 40.21400, 21.28600)
H (5.61100, 40.26700, 22.40700)
C (3.09100, 39.34500, 18.49500)
H (5.47700, 39.50900, 20.70000)
H (6.86500, 45.07500, 14.61900)
C (3.72100, 46.24700, 15.69100)
H (7.62300, 39.93200, 18.83400)
H (5.95900, 46.47300, 14.22200)
H (4.78200, 41.76700, 17.47100)
H (2.92800, 34.85500, 15.34900)
C (3.45700, 40.72400, 18.21800)
C (2.13800, 34.26200, 15.96100)
O (8.17200, 39.31200, 21.87500)
H (1.80800, 33.41800, 15.24100)
C (7.51900, 39.88300, 20.99400)
H (2.41000, 36.01400, 17.97400)
C (2.92200, 35.12100, 18.26500)
H (1.20500, 35.02200, 15.85700)
C (2.31400, 41.61400, 17.65000)
H (2.66100, 34.90700, 19.28200)
H (1.39500, 37.84800, 18.56200)
H (9.11200, 40.14300, 19.58500)
O (3.92000, 38.60300, 19.04000)
C (0.95800, 41.24600, 17.40900)
H (3.77500, 47.19400, 16.01900)
C (5.03100, 45.39700, 15.82400)
O (5.09200, 44.47900, 16.59700)
C (0.58900, 39.83400, 17.72400)
H (3.95200, 35.25600, 18.09500)
O (0.09400, 41.97500, 16.81900)

frontier orbital gap: 6.63 eV
total charge: 0
electronic energy: -30237.336 eV
relative energy (zero: lowest compared OMol25 entry of this formula, charge and spin): 6.685 eV


ORCA calculation (ωB97M-V/def2-TZVPD) on C41H58Br3IN2O33S8 as an isolated structure.

CARTESIAN COORDINATES (ANGSTROEM)
O (-2.32723, 11.17165, -0.13581)
O (6.90254, 6.79528, -6.26725)
H (0.85182, 1.11876, 1.82606)
H (-4.13427, -4.11820, -1.37301)
C (-0.71363, 1.21734, -2.03470)
H (-4.92090, 1.76625, 4.16720)
H (-4.32621, 10.91084, 0.22619)
C (-7.42250, 5.94397, 2.58819)
O (6.45303, 0.54116, -3.88692)
I (-6.61862, -0.81630, 1.55017)
C (3.97889, 2.04361, -5.39681)
H (7.83013, -4.66712, 1.33499)
H (7.51598, 8.60684, -6.99999)
H (2.92745, 0.00798, 3.73378)
S (-2.26484, 11.86872, -1.60911)
H (6.11205, 9.89221, -5.46780)
O (8.81069, -7.95059, 3.76453)
H (0.74841, -10.62668, 0.69775)
O (10.22840, -5.97660, 3.02461)
Br (0.40072, 1.45322, -3.70683)
C (-4.91921, 3.12610, 0.71621)
H (-5.06329, -9.82538, -1.28531)
O (-0.95217, 11.64092, -2.16716)
H (-4.73152, -9.08096, 1.67990)
C (-1.91914, -4.47757, -1.81899)
O (-10.99952, -2.51846, 8.06371)
O (2.53683, -6.87196, 0.87267)
H (3.82359, 3.76373, -4.05434)
C (0.68742, -5.43968, -1.29006)
O (-2.86317, 13.18168, -1.51278)
O (5.09635, 6.73809, -7.98710)
H (3.46148, 1.42358, -4.65710)
O (3.07277, -8.88199, 2.24965)
N (-4.06864, 3.30600, -0.51461)
H (7.63930, -6.57533, -0.17930)
O (-1.80784, -9.05106, -1.33613)
O (-8.78525, -1.63764, 7.32835)
O (4.95161, 8.25737, -6.01468)
O (8.40809, 4.21683, -1.64574)
C (7.60248, 6.22561, -0.74157)
H (-10.16743, -2.14595, 4.98311)
O (7.73868, -5.81924, 3.02592)
H (-6.30558, 2.89557, 3.41061)
C (-6.72666, 0.66819, 3.15313)
C (-3.53127, -4.73840, -2.17009)
C (-6.02238, 5.29867, 2.03052)
C (-4.51776, -9.72158, 0.81779)
H (1.07379, -9.14280, 2.61164)
H (-2.15785, -1.97423, -1.83560)
H (-1.26915, 0.47210, 3.39880)
C (0.73155, -1.06492, -1.12488)
H (3.30370, 2.25443, -6.22954)
H (-3.84182, -4.32795, -3.22430)
H (-0.43134, -1.25108, 3.77460)
C (4.53005, 3.31566, -4.75819)
H (2.01675, 1.71276, 3.78026)
S (3.13516, -8.18492, 0.77634)
H (1.32438, -0.86467, -2.14146)
C (-6.21596, 4.17730, 0.83192)
O (-3.32496, 10.88036, -2.35557)
O (6.60190, 4.15965, -3.36558)
H (9.02152, 6.02840, -2.37847)
O (5.72128, 2.91732, -4.08180)
Br (-4.95118, 6.83220, 1.22978)
C (0.11958, -2.60978, -1.30704)
C (1.76530, -10.27187, 0.88565)
C (-8.27803, -1.80342, 6.00530)
H (-2.92395, 8.97586, -1.70934)
C (7.30010, 8.14399, -6.03123)
C (7.27364, -5.53307, 1.70887)
O (-2.13479, -7.49659, 0.64648)
H (-2.11302, 3.11786, -2.64846)
H (1.54088, -0.99470, -0.27333)
H (9.70050, 5.59987, -0.78375)
O (-4.05968, -8.09845, -0.82054)
C (-5.64977, 1.94085, 3.25347)
H (-6.01217, -8.63439, -0.35265)
H (2.47605, -11.07778, 0.67611)
O (2.07504, -9.17328, 0.02988)
C (-3.63470, 9.78177, -1.49980)
H (-5.41622, 4.89159, 2.96455)
O (6.20034, 3.21852, -1.04027)
C (-3.46227, 10.31073, -0.07847)
H (6.04249, 8.54172, -4.30159)
H (-1.32107, -6.87539, -1.74788)
O (4.44783, -8.41272, 0.21830)
H (6.20591, -5.30150, 1.71875)
O (4.69479, 5.79697, -5.66179)
O (-8.86194, -3.76859, 8.63113)
O (8.85531, -7.23942, 1.36947)
H (-4.65159, 9.42696, -1.68771)
C (-1.94163, 2.28167, -1.81799)
H (-7.17534, 7.07740, 2.86892)
O (6.45716, 5.67893, -1.39317)
C (1.87502, 0.53212, 3.82553)
C (6.09693, 8.80405, -5.36308)
S (-9.65698, -2.95088, 7.74475)
S (-2.59991, -8.53783, -0.24269)
C (-1.48734, 0.04721, 0.43510)
S (6.37024, 1.62713, -4.83821)
H (1.39172, -6.38437, -1.17933)
H (-3.30259, 9.50994, 0.64748)
H (-8.29397, 5.99520, 1.80519)
H (1.38114, -0.72318, 1.88290)
H (-8.84652, -3.21062, 4.42682)
C (-2.72658, 1.14539, 0.62345)
C (-0.48451, 0.05294, -0.90143)
H (-7.29567, -2.28166, 6.07458)
S (9.04104, -6.79626, 2.92735)
C (7.59033, -6.78350, 0.89287)
H (6.85289, -7.57145, 1.07690)
C (1.93773, -9.74291, 2.30698)
O (-9.68604, -3.65974, 6.27605)
C (-0.90290, -5.77613, -1.63906)
C (-9.28082, -2.70835, 5.29450)
H (-6.27491, 4.81166, -0.17829)
H (-7.74774, 5.44923, 3.62497)
S (6.80305, 4.18024, -1.93372)
H (8.19495, 8.17831, -5.40526)
C (1.20158, -3.87078, -1.12067)
O (7.49746, 2.07330, -5.62351)
C (-4.67322, 2.02986, 1.89803)
C (-1.46342, -2.90580, -1.68498)
S (5.29750, 6.75868, -6.55523)
C (-5.02583, -9.08972, -0.47540)
H (1.32522, 0.28085, 4.84937)
C (0.92613, 0.15245, 2.51823)
C (-2.97785, 2.27789, -0.50964)
H (-3.70067, -5.89001, -2.02505)
H (2.35210, -3.70165, -0.88264)
C (-1.27140, -1.08229, 1.64972)
O (5.12512, 1.32557, -5.84775)
H (2.09741, -10.54370, 3.03293)
H (4.80149, 4.05347, -5.52010)
N (-3.55840, 1.01687, 1.86351)
C (-0.57656, -0.38326, 3.00138)
H (7.54804, 5.96327, 0.31992)
H (-4.93983, -10.71452, 0.99008)
H (-8.17548, -0.83321, 5.51190)
O (-7.72601, 0.54813, 4.06964)
H (7.61760, 7.31376, -0.84628)
C (8.80565, 5.56554, -1.40972)
H (-2.28420, -1.59346, 1.97316)
Br (-7.99207, 3.20752, 0.91999)
H (-0.53303, -1.94210, 1.33126)
O (-3.10210, -9.79603, 0.66570)

frontier orbital gap: 6.15 eV
total charge: 0
electronic energy: -418879.374 eV
relative energy (zero: lowest compared OMol25 entry of this formula, charge and spin): 21.352 eV


ORCA calculation (ωB97M-V/def2-TZVPD) on a 2-piece molecular cluster, C14H16 overall.

CARTESIAN COORDINATES (ANGSTROEM)
C (1.77328, -0.56220, -1.84217)
H (-2.31247, -3.24248, 0.30971)
C (1.43254, 2.13386, -2.31661)
C (-0.61010, -0.06646, 2.58839)
H (-3.26183, -2.22067, -0.47908)
H (0.37758, 0.03491, 3.02403)
H (-1.43628, -2.07718, -0.74179)
C (2.51358, 1.71722, -1.53034)
H (-0.06012, -1.50145, 1.10663)
C (3.75834, -0.08836, -0.32599)
H (-0.00302, -0.85382, -2.98884)
H (3.47971, 0.16219, 0.69778)
H (1.31049, 3.17322, -2.59920)
C (-2.13630, -1.17534, 1.02582)
H (3.78230, -1.18020, -0.34279)
C (-2.25796, -2.19932, -0.03976)
H (4.71500, 0.33394, -0.60410)
C (2.69090, 0.34797, -1.31332)
H (-0.39178, 1.59226, -3.27770)
H (1.98119, -1.62005, -1.75213)
C (0.49273, 1.22828, -2.76866)
H (3.20070, 2.45095, -1.14873)
C (0.67231, -0.13477, -2.55535)
H (-3.73725, 0.97285, 3.07915)
C (-0.88088, -1.00692, 1.61196)
C (-2.94615, 0.31739, 2.72810)
H (-1.50538, 1.49477, 3.81016)
H (-4.16296, -1.01667, 1.42326)
C (-1.66300, 0.65287, 3.15310)
C (-3.21365, -0.56425, 1.68405)

frontier orbital gap: 9.84 eV
total charge: 0
electronic energy: -14776.972 eV
relative energy (zero: lowest compared OMol25 entry of this formula, charge and spin): 0.793 eV


ORCA calculation (ωB97M-V/def2-TZVPD) on a 5-piece molecular cluster, C16H13Cl16F7N2 overall.

CARTESIAN COORDINATES (ANGSTROEM)
Cl (-5.20275, -4.84336, -1.64798)
F (-3.64002, -0.96769, -0.42590)
C (-4.35885, -0.93952, -1.55791)
F (-4.83354, 0.28360, -1.76906)
C (-1.32712, 0.06859, -2.30378)
Cl (1.78834, 4.27755, 5.71289)
F (-1.57621, -2.23390, -1.69229)
N (-2.84858, 2.03897, -3.07486)
H (0.32493, 1.27462, -2.82429)
Cl (6.83249, 2.18328, 7.61663)
C (-1.94983, -1.31679, -2.62751)
N (-2.03041, 2.25437, 0.43777)
Cl (0.16208, -1.23825, 3.96241)
H (0.80291, -1.40494, -1.93127)
F (-3.94080, -0.85924, -3.90900)
C (5.54261, 3.25814, 7.07132)
C (-2.18437, 1.17266, -2.73702)
C (2.42304, -0.03322, -2.37200)
H (1.31557, -1.32538, -3.61280)
H (-1.24960, -0.64968, -0.19993)
Cl (-0.74826, 5.53032, 6.25619)
Cl (-4.71378, -6.01882, -4.23016)
C (-1.62232, 1.34387, -0.11810)
C (-3.50471, -1.43646, -2.77484)
H (4.16019, -0.07685, -0.27515)
H (-0.21261, 0.30560, -4.16083)
C (-0.96815, 0.22266, -0.78328)
H (5.26946, -1.32808, -0.84000)
Cl (-0.53083, 1.03747, 5.60101)
Cl (-0.71005, 1.21598, 2.72282)
F (-3.72050, -2.77364, -2.90484)
H (2.28605, 0.56787, -1.46957)
Cl (1.18834, 6.86183, 4.58079)
C (-5.04115, -6.36120, -2.52729)
C (0.51297, 5.29457, 5.04112)
H (2.74428, 0.59489, -3.20036)
Cl (-3.70316, -7.29879, -1.85107)
Cl (5.69341, 3.52896, 5.33179)
H (3.00454, -1.91275, -1.55934)
F (-5.41306, -1.76088, -1.40005)
C (3.50729, -1.08245, -2.05508)
C (4.60761, -0.52526, -1.15870)
Cl (1.87503, 1.07900, 4.00438)
Cl (5.65819, 4.80114, 7.91973)
C (1.11030, -0.72824, -2.72428)
C (0.19692, 0.52873, 4.07518)
H (5.21254, 0.20170, -1.69567)
H (3.91306, -1.45017, -2.99661)
F (-1.45396, -1.75649, -3.81819)
H (0.09618, 0.39278, -0.64489)
Cl (3.97508, 2.51718, 7.41057)
C (-0.00067, 0.26996, -3.09745)
Cl (-6.53706, -7.29265, -2.39338)
Cl (-0.18103, 4.50843, 3.62011)

frontier orbital gap: 11.20 eV
total charge: 0
electronic energy: -239162.442 eV